# 1
Computed, not measured: a molecular structure, C29H86AsF6N16O11 at a distorted geometry, with ωB97M-V/def2-TZVPD.

Calculated values
- Electronic energy: -5695.54612 hartree
- Maximum force: 2.955 eV/Å
- HOMO level: -5.338 eV

The geometry in ORCA input format:
```
! RIJCOSX wB97M-V def2-TZVPD def2/J DEFGRID3
* xyz -1 1
As 0.879 -0.549 0.410
F 2.259 0.383 0.958
F 0.246 -0.302 2.036
F -0.587 -1.363 -0.053
F 1.607 -0.790 -1.175
F 1.597 -2.041 0.948
F 0.189 0.915 -0.281
C 1.532 -1.889 5.194
O 0.980 -2.867 4.694
N 1.428 -0.638 4.689
N 2.330 -1.964 6.299
H 1.773 0.163 5.178
H 0.884 -0.527 3.847
H 2.824 -1.198 6.708
H 2.501 -2.877 6.680
C -3.869 -0.759 2.591
O -4.201 0.207 3.289
N -2.623 -1.263 2.492
N -4.749 -1.410 1.792
H -1.838 -0.790 2.904
H -2.338 -1.967 1.832
H -4.495 -2.244 1.273
H -5.708 -1.235 2.037
C -2.021 3.611 -0.738
O -1.444 3.393 -1.807
N -2.968 4.577 -0.607
N -1.818 2.843 0.361
H -3.537 4.570 0.222
H -3.225 5.235 -1.313
H -2.379 2.972 1.210
H -1.280 1.993 0.262
C -1.275 -1.618 -3.455
O -1.187 -0.392 -3.431
N -0.435 -2.396 -2.730
N -2.154 -2.250 -4.282
H 0.249 -1.925 -2.159
H -0.615 -3.382 -2.681
H -2.788 -1.672 -4.798
H -2.063 -3.241 -4.406
C 3.083 4.090 1.777
O 2.614 5.154 2.203
N 2.652 2.880 2.243
N 4.063 3.989 0.861
H 2.786 2.022 1.732
H 1.926 2.936 2.936
H 4.490 4.820 0.498
H 4.547 3.089 0.777
C -4.322 -5.142 -0.037
C -3.626 -4.077 -0.863
C -4.620 -3.205 -1.675
O -5.409 -4.096 -2.471
C -5.742 -3.499 -3.713
N -2.997 -3.193 0.156
H -5.075 -4.760 0.648
H -3.554 -5.755 0.441
H -4.831 -5.865 -0.682
H -2.851 -4.450 -1.535
H -4.069 -2.455 -2.244
H -5.298 -2.668 -1.006
H -6.546 -2.783 -3.516
H -6.141 -4.237 -4.412
H -4.893 -3.058 -4.240
H -2.491 -3.809 0.788
H -2.372 -2.503 -0.246
C 2.387 3.370 -2.734
C 1.951 2.277 -3.709
C 3.058 1.286 -4.125
O 2.584 0.338 -5.068
C 2.476 -0.965 -4.586
N 0.805 1.628 -3.058
H 1.525 3.995 -2.495
H 3.137 4.039 -3.168
H 2.707 2.954 -1.776
H 1.643 2.717 -4.664
H 3.591 0.761 -3.326
H 3.793 1.927 -4.631
H 2.038 -1.636 -5.323
H 1.845 -1.090 -3.700
H 3.442 -1.366 -4.245
H 0.891 0.626 -3.210
H 1.007 1.605 -2.065
C -0.122 -6.094 2.992
C 0.308 -4.844 2.248
C 0.615 -5.043 0.775
O 1.622 -6.001 0.467
C 2.849 -5.741 1.124
N -0.646 -3.727 2.415
H -1.154 -6.393 2.779
H -0.159 -5.902 4.069
H 0.547 -6.939 2.835
H 1.245 -4.581 2.751
H 0.819 -4.091 0.275
H -0.249 -5.409 0.205
H 3.268 -4.734 1.033
H 3.586 -6.430 0.712
H 2.816 -5.933 2.200
H -0.178 -2.865 2.126
H -0.550 -3.528 3.414
C -0.625 2.013 4.324
C -1.752 3.012 4.112
C -1.241 4.402 3.745
O -0.811 5.102 4.884
C -0.388 6.418 4.641
N -2.584 2.484 3.027
H -0.960 1.079 4.785
H 0.178 2.394 4.963
H -0.125 1.736 3.391
H -2.377 3.028 5.014
H -1.956 4.945 3.110
H -0.394 4.289 3.051
H -0.980 6.977 3.904
H 0.594 6.450 4.153
H -0.371 6.942 5.592
H -2.821 1.535 3.322
H -3.498 2.930 3.116
C -5.395 3.482 -4.243
C -4.071 2.852 -3.734
C -4.359 1.713 -2.772
O -3.114 1.248 -2.271
C -3.296 0.456 -1.137
N -3.277 2.372 -4.887
H -5.210 4.374 -4.839
H -5.982 3.813 -3.379
H -5.983 2.724 -4.762
H -3.521 3.582 -3.143
H -4.881 0.906 -3.305
H -4.922 2.141 -1.936
H -3.949 0.896 -0.374
H -2.318 0.285 -0.691
H -3.654 -0.553 -1.395
H -3.533 2.949 -5.685
H -3.654 1.467 -5.163
C 6.250 0.867 -1.679
C 6.625 0.890 -0.203
C 7.909 1.733 -0.033
O 8.947 1.296 -0.873
C 9.399 -0.046 -0.727
N 5.529 1.501 0.528
H 6.389 1.864 -2.109
H 5.194 0.713 -1.922
H 6.788 0.157 -2.308
H 6.821 -0.103 0.219
H 8.206 1.766 1.023
H 7.635 2.749 -0.322
H 10.387 -0.020 -0.265
H 9.434 -0.520 -1.705
H 8.762 -0.623 -0.055
H 4.674 0.946 0.539
H 5.775 1.437 1.520
*
```

Atom charges from the Löwdin analysis, given in e for atoms 1 to 99: number 1, As, carries 0.822; number 2, F, carries -0.259; number 3, F, carries -0.261; number 4, F, carries -0.237; number 5, F, carries -0.245; number 6, F, carries -0.233; number 7, F, carries -0.232; number 8, C, carries -0.651; number 9, O, carries 0.019; number 10, N, carries 0.180; number 11, N, carries 0.146; number 12, H, carries 0.096; number 13, H, carries 0.060; number 14, H, carries 0.089; number 15, H, carries 0.099; number 16, C, carries -0.666; number 17, O, carries -0.022; number 18, N, carries 0.188; number 19, N, carries 0.154; number 20, H, carries 0.077; number 21, H, carries 0.035; number 22, H, carries 0.053; number 23, H, carries 0.098; number 24, C, carries -0.678; number 25, O, carries 0.009; number 26, N, carries 0.148; number 27, N, carries 0.165; number 28, H, carries 0.082; number 29, H, carries 0.089; number 30, H, carries 0.044; number 31, H, carries 0.061; number 32, C, carries -0.669; number 33, O, carries 0.046; number 34, N, carries 0.168; number 35, N, carries 0.154; number 36, H, carries 0.055; number 37, H, carries 0.089; number 38, H, carries 0.097; number 39, H, carries 0.090; number 40, C, carries -0.686; number 41, O, carries -0.017; number 42, N, carries 0.162; number 43, N, carries 0.155; number 44, H, carries 0.047; number 45, H, carries 0.075; number 46, H, carries 0.101; number 47, H, carries 0.037; number 48, C, carries -0.059; number 49, C, carries -0.391; number 50, C, carries -0.194; number 51, O, carries -0.189; number 52, C, carries -0.114; number 53, N, carries 0.026; number 54, H, carries 0.084; number 55, H, carries 0.075; number 56, H, carries 0.075; number 57, H, carries 0.127; number 58, H, carries 0.087; number 59, H, carries 0.122; number 60, H, carries 0.089; number 61, H, carries 0.081; number 62, H, carries 0.066; number 63, H, carries 0.049; number 64, H, carries 0.049; number 65, C, carries -0.065; number 66, C, carries -0.407; number 67, C, carries -0.195; number 68, O, carries -0.170; number 69, C, carries -0.134; number 70, N, carries 0.076; number 71, H, carries 0.077; number 72, H, carries 0.068; number 73, H, carries 0.064; number 74, H, carries 0.132; number 75, H, carries 0.098; number 76, H, carries 0.117; number 77, H, carries 0.088; number 78, H, carries 0.048; number 79, H, carries 0.085; number 80, H, carries 0.019; number 81, H, carries 0.028; number 82, C, carries -0.053; number 83, C, carries -0.443; number 84, C, carries -0.202; number 85, O, carries -0.173; number 86, C, carries -0.125; number 87, N, carries 0.056; number 88, H, carries 0.073; number 89, H, carries 0.075; number 90, H, carries 0.075; number 91, H, carries 0.108; number 92, H, carries 0.102; number 93, H, carries 0.122; number 94, H, carries 0.091; number 95, H, carries 0.083; number 96, H, carries 0.076; number 97, H, carries 0.032; number 98, H, carries 0.050; number 99, C, carries -0.076

***

# 2
Computed, not measured: 11 unconnected molecules or ions with the total composition C29H86N6O11 at a distorted geometry, with ωB97M-V/def2-TZVPD.

Calculated values
- Electronic energy: -2312.38728 hartree
- SMILES string: COC[C@H](C)N.COC[C@H](C)N.COC[C@H](C)N.COC[C@H](C)N.COC[C@H](C)N.COC[C@H](C)N.CO.CO.CO.CO.CO
- Maximum force: 2.923 eV/Å
- HOMO level: -9.092 eV

The geometry in ORCA input format:
```
! RIJCOSX wB97M-V def2-TZVPD def2/J DEFGRID3
* xyz 0 1
C 8.214 0.123 -2.256
O 7.695 -0.334 -1.047
C 6.281 -0.287 -0.960
C 6.052 -0.549 0.527
C 4.608 -0.870 0.934
N 6.494 0.546 1.387
H 9.272 0.383 -2.236
H 7.828 1.099 -2.550
H 8.078 -0.668 -2.994
H 5.732 0.618 -1.216
H 5.905 -1.166 -1.485
H 6.657 -1.408 0.813
H 4.521 -1.221 1.962
H 4.237 -1.698 0.331
H 3.943 -0.029 0.733
H 7.469 0.314 1.507
H 6.601 1.327 0.755
C 2.692 2.792 -2.579
O 2.542 1.380 -2.575
C 2.629 0.883 -3.884
C 2.492 -0.636 -3.964
C 3.517 -1.495 -3.217
N 2.626 -0.984 -5.348
H 2.604 3.181 -1.564
H 1.816 3.268 -3.018
H 3.642 3.245 -2.863
H 1.815 1.257 -4.505
H 3.593 1.188 -4.292
H 1.477 -0.813 -3.609
H 3.375 -2.572 -3.303
H 3.469 -1.305 -2.144
H 4.547 -1.218 -3.440
H 2.405 -1.964 -5.458
H 1.785 -0.566 -5.722
C -4.966 -1.981 4.327
O -3.524 -1.676 4.222
C -3.075 -0.564 4.969
C -1.516 -0.336 4.856
C -0.972 0.752 5.818
N -1.321 0.086 3.492
H -5.372 -1.877 5.334
H -5.216 -2.995 4.016
H -5.586 -1.372 3.669
H -3.595 0.338 4.645
H -3.270 -0.679 6.035
H -0.890 -1.212 5.027
H 0.094 0.892 5.642
H -1.085 0.221 6.763
H -1.490 1.706 5.717
H -2.063 -0.268 2.905
H -1.464 1.086 3.502
C 0.325 8.099 -0.046
O 0.216 6.718 0.212
C -0.290 5.909 -0.870
C -0.310 4.400 -0.615
C -0.881 3.500 -1.672
N -1.069 4.243 0.570
H 0.895 8.238 -0.965
H 0.861 8.563 0.782
H -0.652 8.582 -0.054
H -1.289 6.231 -1.166
H 0.333 6.049 -1.753
H 0.691 4.005 -0.442
H -1.001 2.438 -1.455
H -0.213 3.658 -2.519
H -1.804 3.922 -2.070
H -2.008 4.576 0.398
H -0.632 4.850 1.249
C -3.665 -0.488 1.051
O -4.586 -0.695 0.073
C -5.421 -1.766 0.440
C -6.326 -2.165 -0.741
C -5.592 -2.656 -1.976
N -7.147 -0.990 -1.106
H -4.103 -0.251 2.021
H -3.101 0.389 0.732
H -2.971 -1.323 1.155
H -4.929 -2.651 0.842
H -6.089 -1.534 1.269
H -6.979 -2.928 -0.316
H -5.146 -3.628 -1.764
H -4.797 -1.972 -2.273
H -6.237 -2.795 -2.844
H -7.495 -0.527 -0.279
H -6.433 -0.308 -1.318
C -1.942 -3.122 -1.187
O -1.189 -3.964 -2.032
C -0.797 -3.231 -3.225
C -0.010 -4.092 -4.292
C 1.152 -4.919 -3.709
N 0.633 -3.273 -5.336
H -2.542 -3.827 -0.611
H -2.696 -2.446 -1.589
H -1.271 -2.636 -0.479
H -1.591 -2.741 -3.788
H -0.108 -2.444 -2.917
H -0.723 -4.818 -4.682
H 1.640 -5.529 -4.469
H 0.770 -5.574 -2.926
H 1.878 -4.251 -3.247
H 1.152 -3.764 -6.050
H -0.027 -2.688 -5.828
C 1.246 2.940 3.521
O 2.559 3.467 3.542
H 0.763 2.906 4.498
H 0.647 3.526 2.824
H 1.205 1.938 3.093
H 2.676 4.116 4.240
C 1.673 -3.658 -0.054
O 1.849 -2.803 1.045
H 2.583 -4.219 -0.269
H 0.797 -4.304 0.003
H 1.536 -3.046 -0.946
H 1.500 -1.922 0.894
C -3.447 3.376 2.629
O -2.131 2.815 2.487
H -3.967 2.972 3.497
H -3.405 4.466 2.638
H -4.071 3.121 1.772
H -1.674 3.285 1.786
C -1.325 -3.491 2.680
O -2.256 -3.883 3.671
H -1.664 -2.530 2.293
H -0.380 -3.273 3.179
H -1.133 -4.252 1.924
H -2.703 -3.079 3.946
C 0.395 0.742 0.308
O -0.133 -0.490 0.740
H 1.262 0.942 0.939
H 0.741 0.758 -0.725
H -0.305 1.563 0.466
H -0.633 -0.299 1.537
*
```

Atom charges from the Löwdin analysis, given in e for atoms 1 to 99: number 1, C, carries -0.125; number 2, O, carries -0.185; number 3, C, carries -0.197; number 4, C, carries -0.442; number 5, C, carries -0.063; number 6, N, carries 0.045; number 7, H, carries 0.082; number 8, H, carries 0.084; number 9, H, carries 0.090; number 10, H, carries 0.132; number 11, H, carries 0.113; number 12, H, carries 0.136; number 13, H, carries 0.082; number 14, H, carries 0.054; number 15, H, carries 0.072; number 16, H, carries 0.063; number 17, H, carries 0.061; number 18, C, carries -0.113; number 19, O, carries -0.176; number 20, C, carries -0.215; number 21, C, carries -0.449; number 22, C, carries -0.042; number 23, N, carries 0.028; number 24, H, carries 0.076; number 25, H, carries 0.069; number 26, H, carries 0.093; number 27, H, carries 0.123; number 28, H, carries 0.129; number 29, H, carries 0.118; number 30, H, carries 0.063; number 31, H, carries 0.057; number 32, H, carries 0.073; number 33, H, carries 0.034; number 34, H, carries 0.063; number 35, C, carries -0.036; number 36, O, carries -0.233; number 37, C, carries -0.172; number 38, C, carries -0.380; number 39, C, carries -0.044; number 40, N, carries 0.056; number 41, H, carries 0.089; number 42, H, carries 0.095; number 43, H, carries 0.067; number 44, H, carries 0.123; number 45, H, carries 0.121; number 46, H, carries 0.137; number 47, H, carries 0.073; number 48, H, carries 0.079; number 49, H, carries 0.082; number 50, H, carries 0.027; number 51, H, carries 0.041; number 52, C, carries -0.105; number 53, O, carries -0.191; number 54, C, carries -0.174; number 55, C, carries -0.437; number 56, C, carries -0.041; number 57, N, carries 0.033; number 58, H, carries 0.088; number 59, H, carries 0.089; number 60, H, carries 0.087; number 61, H, carries 0.129; number 62, H, carries 0.122; number 63, H, carries 0.135; number 64, H, carries 0.079; number 65, H, carries 0.064; number 66, H, carries 0.085; number 67, H, carries 0.104; number 68, H, carries 0.094; number 69, C, carries -0.142; number 70, O, carries -0.150; number 71, C, carries -0.219; number 72, C, carries -0.409; number 73, C, carries -0.062; number 74, N, carries 0.036; number 75, H, carries 0.083; number 76, H, carries 0.099; number 77, H, carries 0.074; number 78, H, carries 0.128; number 79, H, carries 0.110; number 80, H, carries 0.134; number 81, H, carries 0.077; number 82, H, carries 0.067; number 83, H, carries 0.078; number 84, H, carries 0.061; number 85, H, carries 0.058; number 86, C, carries -0.119; number 87, O, carries -0.177; number 88, C, carries -0.160; number 89, C, carries -0.389; number 90, C, carries -0.059; number 91, N, carries 0.023; number 92, H, carries 0.089; number 93, H, carries 0.071; number 94, H, carries 0.071; number 95, H, carries 0.117; number 96, H, carries 0.102; number 97, H, carries 0.124; number 98, H, carries 0.075; number 99, H, carries 0.077

***

Q: Among the records above, which one has the highest HOMO level?
A: C29H86AsF6N16O11

***

Q: Number 2 is which compound?
A: C29H86N6O11

***

Q: Which of these has the highest maximum force?
A: C29H86AsF6N16O11